# 1
Entry from the Open Molecules 2025 dataset: an isolated ion of composition C5H13N4 and charge +1 (the ωB97M-V functional and the def2-TZVPD basis).

The geometry in ORCA input format:
```
! RIJCOSX wB97M-V def2-TZVPD def2/J DEFGRID3
* xyz 1 1
H -1.07557 1.77705 -1.10680
H 3.83390 1.10870 -0.56512
N 1.93592 0.44594 -0.19639
C 0.92176 -0.45211 -0.18915
C -1.13040 1.16135 -0.22642
H -3.08676 0.94597 -0.88806
H 1.89742 -2.27343 0.27132
H -1.58497 -1.51132 -1.51706
N 1.11598 -1.70158 -0.06322
H 3.33871 0.90726 1.09133
H -3.04613 1.25237 0.81621
C -2.46816 -0.74790 0.24818
H -0.58496 1.50617 0.61892
N -1.27815 -1.20359 -0.61984
H 3.89616 -0.46653 0.16400
H 0.21650 -2.18163 -0.16930
H -3.40635 -1.26936 0.03162
N -0.43724 -0.07338 -0.74387
C 3.33591 0.40844 0.18883
C -2.50806 0.68392 0.10519
H 1.77383 1.42476 -0.33278
H -2.29146 -0.95845 1.27686
*
```

Results
**Frontier orbital gap**: 10.638 eV
**ΔE to the lowest compared entry with this formula, charge and spin**: 40.1 kcal/mol

natural (NBO) atomic charge list, values in e, 6 entries: 0.2308, 0.2283, -0.5576, 0.6685, -0.2269, 0.2091


# 2
Entry from the Open Molecules 2025 dataset: an isolated ion of composition C5H13N4 and charge +1 (the ωB97M-V functional and the def2-TZVPD basis).

The geometry in ORCA input format:
```
! RIJCOSX wB97M-V def2-TZVPD def2/J DEFGRID3
* xyz 1 1
C 2.25994 0.30737 0.41259
N 2.78658 -0.66373 0.98304
C -0.70764 -0.14706 0.55561
H 1.23431 -0.96950 -1.60741
H 3.88162 1.48484 0.43638
H 2.27302 -1.49819 1.20616
H 0.50046 1.53710 -0.26718
H 2.55607 2.16424 -0.42478
H 0.40957 -1.99212 0.73902
N -2.71544 1.28836 0.59557
N 0.86940 -0.03258 -1.52310
H -3.64214 1.52110 0.26228
N 2.90029 1.46700 0.21048
H -2.51488 -0.27906 -0.70139
H 0.18361 0.19887 -2.22299
C 0.72135 0.46722 -0.23678
H -1.28262 -2.14484 1.17091
C -0.59331 -1.67189 0.47389
H -2.34778 1.83219 1.36678
H -0.52797 0.21105 1.57303
H -0.81484 -2.03514 -0.52770
C -2.05403 0.28034 0.10433
*
```

Results
**Frontier orbital gap**: 7.423 eV
**ΔE to the lowest compared entry with this formula, charge and spin**: 38.6 kcal/mol

natural (NBO) atomic charge list, values in e, 6 entries: 0.4717, -0.7092, -0.3720, 0.3927, 0.4189, 0.3579


# 3
Entry from the Open Molecules 2025 dataset: a 2-piece molecular cluster, C5H13N4O2 overall (the ωB97M-V functional and the def2-TZVPD basis).

The geometry in ORCA input format:
```
! RIJCOSX wB97M-V def2-TZVPD def2/J DEFGRID3
* xyz -1 1
C -0.72649 -0.89722 -0.53906
N -0.39782 -1.76202 -1.51801
N 0.30038 -0.64877 0.32834
H 2.25787 -1.07050 0.79633
H -2.56625 -0.99506 -1.05241
O -0.68844 -2.88452 -3.31330
H 2.23678 0.82869 -0.90120
C 1.62239 -1.08504 -0.09452
H 1.53049 -2.11109 -0.45386
C 2.22667 -0.21866 -1.19630
C 0.32394 0.58642 1.08018
H 1.32683 0.74948 1.46947
H 1.61163 -0.30367 -2.08543
N -1.18419 -2.13490 -2.47653
H 3.24182 -0.54484 -1.41923
H -0.59654 1.15125 -1.43667
O -2.38108 -1.79592 -2.56567
C -2.60758 0.43584 0.40563
H -2.23340 1.32527 -0.11754
H -2.36807 0.49823 1.46618
H -0.36848 0.55196 1.91968
H 0.05880 1.40565 0.40076
H -3.69117 0.37412 0.29622
N -2.03332 -0.73776 -0.20550
*
```

Results
**Frontier orbital gap**: 6.330 eV
**ΔE to the lowest compared entry with this formula, charge and spin**: 25.5 kcal/mol

natural (NBO) atomic charge list, values in e, 6 entries: 0.6766, -0.4863, -0.4444, 0.1696, 0.4286, -0.4794


# 4
Entry from the Open Molecules 2025 dataset: a 2-piece molecular cluster, C5H13N4O3 overall (the ωB97M-V functional and the def2-TZVPD basis).

The geometry in ORCA input format:
```
! RIJCOSX wB97M-V def2-TZVPD def2/J DEFGRID3
* xyz 1 1
H -3.11533 0.41130 0.50744
O -1.35210 0.16817 -0.49450
H 1.41723 -2.85390 0.98795
H 1.69695 -0.96081 1.47389
H 2.71015 0.48227 -2.81861
H -2.52823 2.82189 0.44235
H -0.47575 3.65499 1.11368
C -1.00032 -1.20016 -0.47294
H -1.07180 -1.51874 -1.50288
C 2.02816 0.39091 -1.90232
H 0.45854 -3.45171 -0.30884
O 0.06968 1.81791 1.61632
H 1.65895 -1.42337 -2.41403
C 0.39498 -1.40209 0.13744
N -1.85160 2.10191 0.68948
C -2.06317 0.70825 0.63079
N 0.81672 -0.63377 1.06630
H 0.39347 0.33407 1.32899
O 1.97214 1.44531 -1.14243
C -0.71139 2.56867 1.09138
H -1.58249 0.28902 1.53170
H 1.43464 1.34859 -0.33868
N 1.49863 -0.70174 -1.61951
N 0.86956 -2.63815 0.13439
H -1.66762 -1.75882 0.26263
*
```

Results
**Frontier orbital gap**: 11.373 eV
**ΔE to the lowest compared entry with this formula, charge and spin**: 0.0 kcal/mol

natural (NBO) atomic charge list, values in e, 6 entries: 0.2146, -0.5481, 0.3999, 0.4011, 0.1760, 0.4275


# 5
Entry from the Open Molecules 2025 dataset: an isolated ion of composition C5H13N4S2 and charge +1 (the ωB97M-V functional and the def2-TZVPD basis).

The geometry in ORCA input format:
```
! RIJCOSX wB97M-V def2-TZVPD def2/J DEFGRID3
* xyz 1 1
H 0.14335 2.39858 1.34843
H 2.82193 -3.03423 -0.50345
C 2.10986 -2.55549 0.28924
N 0.01023 0.30626 0.55202
N 2.22886 -0.45380 -0.63233
H -3.04236 0.01999 -2.07620
C -3.32601 0.37494 -1.14597
N -2.21566 0.65649 -0.22947
H -3.75164 1.34582 -1.30533
H -2.44529 -2.27926 0.21704
H 2.23325 -2.83305 1.32739
H -2.06632 1.61162 0.04648
S 2.44113 1.06796 -1.07386
C 1.82220 1.97634 0.41610
H -0.16894 2.21082 -0.46486
H 1.62159 -0.76337 1.24501
C -1.13797 -0.07743 0.23003
S -1.12561 -1.88089 0.05822
C 0.28295 1.72494 0.42730
H 1.07785 -2.95076 0.00683
H 2.33111 1.49195 1.23864
H -4.03513 -0.25054 -0.66229
H 2.09547 3.07907 0.33327
N 2.09519 -1.18597 0.35776
*
```

Results
**Frontier orbital gap**: 8.177 eV
**ΔE to the lowest compared entry with this formula, charge and spin**: 0.0 kcal/mol

natural (NBO) atomic charge list, values in e, 6 entries: 0.2280, 0.2611, -0.4594, -0.6325, -0.2638, 0.2121


# 6
Entry from the Open Molecules 2025 dataset: a 2-piece molecular cluster, C5H13NO overall (the ωB97M-V functional and the def2-TZVPD basis).

The geometry in ORCA input format:
```
! RIJCOSX wB97M-V def2-TZVPD def2/J DEFGRID3
* xyz 0 1
O -1.32951 -1.95686 -0.51651
C 0.59674 0.57938 2.67109
H 1.69608 1.86610 1.44759
H -0.66337 2.72298 1.34530
H 1.18702 0.33184 0.69975
C 0.83794 1.17626 1.28576
C -0.42145 1.85498 0.70966
H 1.06494 -0.71732 -2.23539
H 0.12274 -0.41460 2.49501
H 1.01062 -2.41677 -2.45124
H 1.45113 0.36148 3.34789
C -0.79286 -1.57186 -1.53696
C 0.69457 -1.62965 -1.76757
H -1.24940 1.14243 0.77744
H 1.30420 -1.83503 -0.88536
H -1.16449 -0.63978 -3.36342
N -1.55682 -1.04875 -2.53621
H -0.22127 2.20653 -0.30440
H -0.02780 1.22689 3.29217
H -2.53901 -1.23822 -2.47458
*
```

Results
**Frontier orbital gap**: 10.728 eV
**ΔE to the lowest compared entry with this formula, charge and spin**: 7.5 kcal/mol

natural (NBO) atomic charge list, values in e, 6 entries: -0.6107, -0.6136, 0.1910, 0.2020, 0.1929, -0.3977


# 7
Entry from the Open Molecules 2025 dataset: a 3-piece molecular cluster, C5H13NO overall (the ωB97M-V functional and the def2-TZVPD basis).

The geometry in ORCA input format:
```
! RIJCOSX wB97M-V def2-TZVPD def2/J DEFGRID3
* xyz 0 1
H 0.48009 -2.08054 1.94755
H -0.48051 -1.66635 0.46529
H 0.02499 1.15118 0.73775
H 2.00110 -0.35130 0.80547
C 0.32737 -1.31041 1.13127
C -0.99770 0.35028 -1.07399
C -2.25605 -0.12563 -0.87388
C -0.59067 1.44972 -0.04737
H 2.68505 1.23419 2.17696
O 1.85253 0.97361 1.79646
H -1.40977 2.05546 0.35774
H -2.57576 -1.14366 -1.24571
H 0.13431 -0.95615 -2.39593
H 1.30638 -0.95361 -0.53241
H 0.23894 1.68183 -0.61503
H -0.00568 -0.38523 1.66827
C 0.01893 0.06913 -2.10161
H -2.79459 0.23633 -0.00888
N 1.55958 -1.15403 0.41482
H 0.48147 0.92517 -2.60679
*
```

Results
**Frontier orbital gap**: 3.358 eV
**ΔE to the lowest compared entry with this formula, charge and spin**: 212.3 kcal/mol

natural (NBO) atomic charge list, values in e, 6 entries: 0.2098, 0.1664, 0.3190, 0.4275, -0.4296, -0.0935


# 8
Entry from the Open Molecules 2025 dataset: a 2-piece molecular cluster, C5H13NO overall (the ωB97M-V functional and the def2-TZVPD basis).

The geometry in ORCA input format:
```
! RIJCOSX wB97M-V def2-TZVPD def2/J DEFGRID3
* xyz 0 1
H 1.14758 1.65912 1.12728
H -2.65777 -1.62514 1.06280
C 3.25815 0.18389 0.19942
H -0.84851 -0.34673 -1.09227
H 3.59624 1.18737 -0.01811
H 3.85415 -0.53403 -0.35001
C -1.87101 -0.60161 -0.68021
H -2.46167 -1.17667 -1.41665
H -2.71182 1.19448 -1.21615
H 3.39585 0.00978 1.25949
O 1.34323 -1.01408 -0.55557
C -1.69236 -1.43304 0.58015
H -0.18872 1.16780 0.16613
H -1.04597 -0.90189 1.28170
C 1.79095 0.01818 -0.12817
N -2.47747 0.68802 -0.37012
H 1.18163 2.03660 -0.57715
H -3.27582 0.59623 0.25028
C 0.89308 1.27582 0.14360
H -1.22973 -2.38412 0.33358
*
```

Results
**Frontier orbital gap**: 10.054 eV
**ΔE to the lowest compared entry with this formula, charge and spin**: 20.6 kcal/mol

natural (NBO) atomic charge list, values in e, 6 entries: 0.2187, 0.1928, -0.7211, 0.2066, 0.2211, 0.2351


# 9
Entry from the Open Molecules 2025 dataset: one molecule with the formula C5H13NO (the ωB97M-V functional and the def2-TZVPD basis).

The geometry in ORCA input format:
```
! RIJCOSX wB97M-V def2-TZVPD def2/J DEFGRID3
* xyz 0 1
H 0.66917 0.73283 1.59658
C 0.51440 1.59314 0.93610
C 0.39156 -1.95579 0.07380
N -0.78559 2.11178 1.38154
H -0.92387 -0.66816 0.93788
C -0.78210 -0.99427 -0.10128
H 1.34985 2.24895 1.16359
H -0.32968 -0.21864 -1.98606
H 0.69358 1.96795 -1.19948
H 0.97919 -3.54003 -0.99096
H -1.62511 -1.58387 -0.45167
C -0.51300 0.21537 -1.00432
H -1.00179 3.00085 0.95619
H -1.49200 1.49364 1.00047
H -1.41536 0.82997 -1.03912
H 1.58084 0.57625 -0.64917
O 0.40403 -2.79659 -1.12403
H 1.37868 -1.48797 0.10396
H 0.26830 -2.63897 0.91310
C 0.63892 1.11353 -0.51713
*
```

Results
**Frontier orbital gap**: 10.367 eV
**ΔE to the lowest compared entry with this formula, charge and spin**: 24.8 kcal/mol

natural (NBO) atomic charge list, values in e, 6 entries: 0.1769, -0.2261, -0.0625, -0.8219, 0.1960, -0.4258


# 10
Entry from the Open Molecules 2025 dataset: a 2-piece molecular cluster, C5H13NO overall (the ωB97M-V functional and the def2-TZVPD basis).

The geometry in ORCA input format:
```
! RIJCOSX wB97M-V def2-TZVPD def2/J DEFGRID3
* xyz 0 1
H 0.33654 1.90643 -2.48566
H -1.06723 -1.43071 3.58404
H -0.11079 -2.46470 -1.25886
O -0.28071 -1.21646 3.07702
H 1.44980 -1.19693 0.18617
H 1.98535 0.82654 -1.10417
H -0.54341 3.48672 -0.84603
H -1.89844 -2.27204 -0.81132
C -0.87943 -1.91643 -0.70491
H 0.80250 0.24419 0.94719
C 0.71285 -0.40142 0.07423
H -0.98941 1.12817 -1.70141
H -0.33366 2.32940 0.47431
C 0.98416 0.38503 -1.19898
C 0.01363 1.50908 -1.51866
C 0.03992 2.63794 -0.50613
H 1.05532 -0.30289 -2.04325
H -0.61368 -0.84822 2.24820
H 1.07408 2.93564 -0.32420
N -0.64840 -0.95767 0.06930
*
```

Results
**Frontier orbital gap**: 10.852 eV
**ΔE to the lowest compared entry with this formula, charge and spin**: 29.6 kcal/mol

natural (NBO) atomic charge list, values in e, 6 entries: 0.1985, 0.4663, 0.1414, -0.9517, 0.1956, 0.2049


# 11
Entry from the Open Molecules 2025 dataset: one molecule with the formula C5H13NO (the ωB97M-V functional and the def2-TZVPD basis).

The geometry in ORCA input format:
```
! RIJCOSX wB97M-V def2-TZVPD def2/J DEFGRID3
* xyz 0 1
H -0.63019 -0.82805 2.88254
C 1.51165 0.34800 -1.05144
C 0.12515 0.03555 -0.47555
H 2.20727 -0.48031 -0.88126
O 1.01176 0.68578 1.76363
H 1.98281 0.65372 1.75209
C -0.89143 -0.56546 1.85119
C -0.41404 -1.24286 -1.08983
H -1.51407 0.33449 1.90781
H -0.22077 -1.31961 -2.16353
C -0.82517 1.21650 -0.68044
H -0.90234 1.45691 -1.74777
H -0.47191 2.10835 -0.15285
H 1.94059 1.25787 -0.61911
H -1.48057 -1.40285 -0.90999
H -1.84276 0.99028 -0.34918
N 0.32095 -0.36854 1.05547
H 0.14042 -1.99629 -0.41579
H -1.49831 -1.38578 1.45942
H 1.45096 0.50230 -2.13541
*
```

Results
**Frontier orbital gap**: 9.493 eV
**ΔE to the lowest compared entry with this formula, charge and spin**: 59.1 kcal/mol

natural (NBO) atomic charge list, values in e, 6 entries: 0.2164, -0.6259, 0.1216, 0.2172, -0.6356, 0.4752


# 12
Entry from the Open Molecules 2025 dataset: a 2-piece molecular cluster, C5H13NO overall (the ωB97M-V functional and the def2-TZVPD basis).

The geometry in ORCA input format:
```
! RIJCOSX wB97M-V def2-TZVPD def2/J DEFGRID3
* xyz 0 1
N 0.43066 -0.48619 -0.44158
C -1.64604 0.03425 0.63005
H -0.62067 -1.76849 1.00596
C -0.42335 0.20441 -1.46146
H 0.73034 -1.38046 -0.81529
H -1.01788 1.86864 -0.12675
H 1.55109 -0.66333 1.70083
H 3.37332 1.04385 -1.58237
H -2.32464 1.11225 -1.26313
O 3.22971 0.12206 -1.36440
H 0.21035 -0.87534 2.87296
H 2.30432 0.02799 -1.11236
C 0.56460 -0.32988 1.98208
H 0.25592 0.82076 -2.06578
H -2.03402 0.49814 1.53856
H -0.87915 -0.62092 -2.00662
C -1.44341 0.97763 -0.62945
H -2.41006 -0.64315 0.22792
H 0.50289 0.75294 2.12754
C -0.35399 -0.69515 0.78328
*
```

Results
**Frontier orbital gap**: 9.988 eV
**ΔE to the lowest compared entry with this formula, charge and spin**: 25.8 kcal/mol

natural (NBO) atomic charge list, values in e, 6 entries: -0.6662, -0.4151, 0.1768, -0.2285, 0.3705, 0.2092


Values of largest force on an atom, in order: 0.1109, 0.0668, 0.0295, 0.0695, 0.0952, 0.0311, 0.0792, 0.0280, 0.0427, 0.0126, 0.0404, 0.0515, all in Eh/bohr.